No. 1
43
Properties=species:S:1:pos:R:3:mulliken_charge:R:1 method="wB97M-V/def2-TZVPD" total_charge=-1 homo_energy_ev=-5.343 orbital_gap_ev=7.542 e_tot_ha=-8254.29031 e_lumo_ev=2.1991
C 2.1652 0.8503 -1.0481 -0.57
O 1.0349 0.2467 -1.8116 -0.04
B 1.5965 -0.9208 -2.5190 0.34
O 1.5930 -2.2246 -1.7742 -0.56
Ga 2.4363 -0.9435 -4.4135 -0.08
Cl 4.7241 -0.7370 -4.0929 -0.52
C 1.8787 0.6396 -5.6319 0.15
Br 0.8349 2.2648 -4.9759 -0.24
C 2.2806 0.6178 -7.0955 0.06
C 3.1654 -0.6796 -7.6709 -0.79
Br 1.8133 2.1326 -8.3796 -0.25
H 1.7427 1.4786 -0.1536 0.24
H 2.7954 -0.0517 -0.6015 0.25
H 2.7745 1.5334 -1.7787 0.22
H 2.1781 -2.8957 -2.2432 0.27
H 2.1818 -2.3614 -5.1444 -0.29
H 2.4905 -1.6460 -7.4823 0.20
H 4.1611 -0.8493 -7.0701 0.19
H 3.3112 -0.6203 -8.8386 0.29
C -1.3537 0.5699 1.8344 -1.01
C -1.8691 1.4056 0.6735 0.40
C -2.9797 0.6874 -0.0764 -1.29
O -0.7958 1.6815 -0.2227 -0.48
H -0.9362 -0.3790 1.4792 0.28
H -0.5465 1.0939 2.3573 0.31
H -2.1526 0.3538 2.5504 0.25
H -2.2389 2.3665 1.0474 0.30
H -2.6197 -0.2573 -0.4992 0.31
H -3.3322 1.2953 -0.9165 0.33
H -3.8273 0.4748 0.5824 0.39
H -0.4610 0.8339 -0.5598 0.34
C -0.7604 -0.0738 6.8225 -1.40
C -1.7614 -0.2692 5.6949 0.54
C -3.1430 -0.6061 6.2327 -1.28
O -1.3156 -1.3227 4.8449 -0.52
H -0.6563 -0.9884 7.4170 0.34
H 0.2322 0.1559 6.4203 0.34
H -1.0668 0.7410 7.4857 0.36
H -1.8145 0.6412 5.0880 0.29
H -3.1234 -1.5396 6.8063 0.32
H -3.8501 -0.7561 5.4098 0.32
H -3.5210 0.1927 6.8782 0.37
H -1.2654 -2.1352 5.3754 0.33


No. 2
42
Properties=species:S:1:pos:R:3:mulliken_charge:R:1 method="wB97M-V/def2-TZVPD" de_lowest_ev=0.000 total_charge=+2 homo_energy_ev=-13.864 orbital_gap_ev=6.495 e_tot_ha=-2432.89985 e_lumo_ev=-7.3691
I 3.5602 0.4787 -3.8268 0.03
I 4.6765 0.1472 -1.5965 -0.04
In 0.0000 0.0000 0.0000 1.40
P 0.2383 2.2321 0.5770 0.31
C 1.0373 2.6174 2.1801 -1.22
C 1.2155 3.2031 -0.6302 -1.13
H 1.2316 4.2654 -0.3630 0.45
H -1.1806 4.2111 0.8509 0.49
H 0.7631 3.0707 -1.6164 0.36
H -1.8669 3.0100 -0.2909 0.36
H 2.0453 2.1938 2.1937 0.38
H 2.2377 2.8163 -0.6601 0.32
C -1.3475 3.1451 0.6613 -1.18
H 1.0948 3.6989 2.3410 0.46
H -1.9644 2.7224 1.4588 0.36
H 0.4635 2.1594 2.9903 0.32
P -0.3608 -2.1362 -0.8242 0.29
C 0.1888 -3.5503 0.2030 -1.22
C -2.1230 -2.5102 -1.1561 -1.18
H 0.1165 -1.6683 -3.1356 0.36
H 0.1794 -3.4348 -2.8307 0.46
H 1.5281 -2.3751 -2.3224 0.34
C 0.4435 -2.4458 -2.4405 -1.15
H -2.5159 -1.7312 -1.8145 0.36
H -2.2368 -3.4931 -1.6262 0.49
H -0.0350 -4.5032 -0.2877 0.46
H -0.3169 -3.5127 1.1717 0.32
H -2.6794 -2.4861 -0.2155 0.36
H 1.2656 -3.4750 0.3768 0.39
Cl -1.0304 0.7836 -2.0041 -0.43
C 0.3914 -1.1368 3.3625 -1.18
C -0.9814 -0.7877 2.8786 0.20
N -1.2797 -0.3468 1.6367 0.33
C -2.6122 -0.1573 1.6351 -0.60
C -3.1057 -0.4866 2.8794 -0.58
N -2.0790 -0.8806 3.6526 0.01
H 0.6518 -0.4924 4.2278 0.40
H 0.4104 -2.1998 3.6808 0.40
H 1.1521 -0.9906 2.5705 0.16
H -3.1840 0.1965 0.7876 0.59
H -4.1383 -0.4422 3.1987 0.45
H -2.1269 -1.1930 4.6479 0.29


No. 3
48
Properties=species:S:1:pos:R:3:mulliken_charge:R:1 method="wB97M-V/def2-TZVPD" de_lowest_ev=0.000 total_charge=-1 homo_energy_ev=-5.522 orbital_gap_ev=7.783 e_tot_ha=-2074.87485 e_lumo_ev=2.2612
Cl -0.9624 -0.1471 -0.7148 -0.93
O -7.0859 -1.1409 -1.8658 -0.69
C -5.9371 -1.0189 -1.4357 0.66
N -4.9180 -1.2802 -2.1486 -0.30
C -5.7372 -0.4630 -0.0032 -0.95
H -4.0169 -1.1413 -1.7142 0.19
H -5.0410 -1.7221 -3.0484 0.22
H -4.9689 0.3102 -0.0068 0.29
H -5.3947 -1.3087 0.5930 0.26
H -6.5910 -0.0805 0.5562 0.30
O 3.0222 -1.2376 3.1164 -0.66
C 3.5051 -0.1289 2.8754 0.69
N 2.9967 0.6601 1.9766 -0.32
C 4.8361 0.2936 3.3726 -0.92
H 3.5341 1.4776 1.7256 0.18
H 2.0487 0.4309 1.7143 0.21
H 5.3140 0.9828 2.6764 0.32
H 5.4421 -0.5953 3.5482 0.26
H 4.6652 0.7114 4.3647 0.23
O -0.0888 6.2540 0.5504 -0.69
C 0.0246 5.0902 0.1496 0.62
N -0.7247 4.1775 0.6313 -0.30
C 1.0236 4.7037 -1.0243 -0.84
H -1.4177 4.4654 1.3073 0.21
H -0.6643 3.1977 0.3937 0.18
H 1.8358 5.4095 -1.1983 0.27
H 0.2647 4.7194 -1.8066 0.24
H 1.5109 3.7572 -0.7905 0.28
O -2.7007 -0.7716 5.8208 -0.64
C -2.5004 -1.0205 4.6612 0.62
N -2.6338 -0.0963 3.7059 -0.33
C -2.0218 -2.4091 4.2724 -0.89
H -2.2048 -0.2482 2.8042 0.19
H -3.0471 0.7937 3.9449 0.21
H -2.8065 -3.1123 3.9934 0.24
H -1.4344 -2.7520 5.1241 0.26
H -1.3560 -2.3474 3.4116 0.33
C 1.9863 -2.1002 -4.5463 -0.30
C 3.0344 -2.4440 -3.5421 -0.20
O 4.3305 -2.4227 -4.1647 -0.33
S 4.1824 -2.0876 -5.8238 1.10
O 4.1936 -3.3209 -6.5884 -0.53
O 5.1869 -1.1291 -6.2862 -0.53
O 2.6817 -1.4189 -5.5654 -0.32
H 1.2045 -1.4498 -4.1539 0.32
H 1.5166 -2.9424 -5.0545 0.26
H 2.7859 -3.3910 -3.0630 0.26
H 3.1273 -1.7066 -2.7447 0.27


No. 4
39
Properties=species:S:1:pos:R:3:mulliken_charge:R:1 method="wB97M-V/def2-TZVPD" total_charge=+1 homo_energy_ev=-12.114 orbital_gap_ev=9.440 e_tot_ha=-1041.63658 e_lumo_ev=-2.6733
C -1.8969 -1.3432 -0.5540 -1.15
C -0.9736 -2.3729 -1.2046 -0.25
C 0.0851 -1.8241 -2.1827 -0.88
N 0.1052 -0.3351 -2.3517 0.07
C -0.1553 0.0989 -3.7663 -0.89
C -1.5692 -0.2479 -4.2189 -0.25
F -2.3999 0.8117 -3.9165 -0.30
P 1.8070 0.2951 -1.7818 0.11
C 1.2525 0.9690 -0.2047 -0.36
O 1.9816 1.7009 -2.5675 -0.49
H -2.5450 -1.7972 0.1875 0.38
H -1.3194 -0.5595 -0.0569 0.12
H -2.5157 -0.8430 -1.3045 0.31
H -0.4720 -2.9417 -0.4217 0.36
H -1.5836 -3.1036 -1.7371 0.34
H -0.0515 -2.2600 -3.1710 0.33
H 1.0838 -2.1327 -1.8725 0.53
H -0.5985 0.1377 -1.7829 0.48
H -0.1026 1.1878 -3.7649 0.51
H 0.6032 -0.3138 -4.4259 0.51
H -1.9603 -1.1366 -3.7229 0.19
H -1.5736 -0.4174 -5.2944 0.36
H 2.0913 0.9478 0.4873 0.47
H 0.4210 0.4138 0.2235 -0.21
H 0.9593 2.0136 -0.3377 0.38
H 2.4439 1.5534 -3.3971 0.35
C 0.2714 1.6292 4.8125 -0.56
C 1.2926 0.4970 4.7320 -0.58
C 0.7102 -0.3650 3.6218 -0.38
O 0.0282 0.5303 2.7312 -0.32
C -0.0965 1.8200 3.3492 -0.48
H 0.6591 2.5376 5.2687 0.33
H -0.6020 1.3072 5.3823 0.27
H 2.2677 0.8902 4.4361 0.27
H 1.4160 -0.0489 5.6649 0.35
H -0.0144 -1.0844 4.0151 0.26
H 1.4719 -0.9121 3.0630 0.27
H 0.5930 2.5139 2.8548 0.27
H -1.1140 2.1840 3.2083 0.30


No. 5
40
Properties=species:S:1:pos:R:3:mulliken_spin:R:1 method="wB97M-V/def2-TZVPD" de_lowest_ev=2.151 total_charge=+2 spin_multiplicity=2 homo_energy_ev="-11.714 / -15.354" orbital_gap_ev="4.872 / 8.491" e_tot_ha=-2684.29194 s2=0.75 e_lumo_ev="-6.8413 / -6.8627"
C -2.4802 -0.6119 -0.5871 0.00
I -1.9923 0.7776 1.6854 0.00
H -1.7113 0.1497 -0.7943 0.00
H -3.4130 -0.2232 -0.1625 0.00
H -2.7520 -0.9863 -1.5904 0.00
Yb 2.4048 0.4534 -0.6735 1.00
P 0.5615 2.3414 -0.5139 -0.12
C -0.6523 3.6703 -0.3741 0.01
C 1.8899 2.8553 0.6536 0.00
H 2.1216 3.8954 0.3990 0.00
H 1.7058 3.8262 -1.9736 0.01
H 2.8598 2.2996 0.6419 0.00
H 2.4603 2.2241 -2.2176 0.00
H -0.9535 3.8312 0.6720 0.00
H 1.4899 2.8425 1.6734 0.00
C 1.4921 2.7526 -2.0386 0.03
H -0.2256 4.5963 -0.7866 0.00
H 0.8346 2.5808 -2.8990 0.00
H -1.5448 3.4002 -0.9561 0.00
P -0.2272 -2.4006 -0.0348 -0.01
C -0.1077 -4.0142 0.7284 0.00
C 0.1427 -2.5232 -1.7874 0.03
H 1.9941 -1.4975 0.3728 0.17
H 1.0014 -1.5538 1.8328 -0.03
H 0.6116 -0.2328 0.7394 -0.07
C 0.9630 -1.2958 0.7692 0.00
H 0.4088 -1.5532 -2.2404 -0.01
H 0.9798 -3.2245 -1.9206 0.00
H 0.3965 -4.7122 0.0435 0.00
H -1.1132 -4.3807 0.9675 0.00
H -0.7350 -2.9211 -2.3202 0.00
H 0.4798 -3.9446 1.6556 0.00
C -1.9839 -1.8099 0.2108 0.00
O -2.7014 -2.4482 0.9827 0.00
C -0.7372 1.4139 4.4564 0.00
C -1.0060 2.0850 3.1515 0.00
O -0.7243 3.2173 2.8266 0.00
H 0.0457 0.6553 4.3204 0.00
H -1.6476 0.9309 4.8269 0.00
H -0.4032 2.1723 5.1770 0.00


No. 6
38
Properties=species:S:1:pos:R:3:mulliken_charge:R:1 method="wB97M-V/def2-TZVPD" de_lowest_ev=6.851 homo_energy_ev=-4.635 orbital_gap_ev=4.389 e_tot_ha=-655.14015 e_lumo_ev=-0.2460
C 2.9078 0.7398 2.0830 -0.72
C 3.7109 0.5108 0.7200 -0.36
O 3.0410 -0.3181 -0.2577 -0.40
C 2.7424 -1.6352 0.2516 -0.53
C 1.1858 -1.7481 0.7089 -0.81
N 0.3445 -0.6205 0.1949 0.29
C -0.0687 -0.6421 -1.2742 -0.64
C -1.5526 0.0146 -1.1423 -0.63
C -2.0691 -0.8726 0.0905 0.24
C -3.4869 -0.5736 0.7551 -0.59
N -3.6324 0.8032 1.3192 -0.63
C -0.8675 -0.5983 1.1434 -0.91
H 3.4166 1.5853 2.6548 0.37
H 1.8122 1.0350 1.9428 0.11
H 2.9215 -0.1817 2.7694 0.21
H 4.7490 0.1103 1.0087 0.32
H 3.8685 1.5321 0.2232 0.33
H 2.8956 -2.4055 -0.5786 0.34
H 3.4496 -1.9430 1.1031 0.34
H 0.7153 -2.7423 0.3794 0.38
H 1.2128 -1.8012 1.8576 0.42
H 0.6806 0.3501 0.2909 0.42
H 0.6614 -0.0703 -1.9461 0.35
H -0.3098 -1.6843 -1.6826 0.31
H -1.3253 1.0577 -0.7088 0.25
H -2.2327 -0.0512 -2.0459 0.33
H -2.0689 -1.9413 -0.3065 0.21
H -3.5970 -1.3227 1.6302 0.34
H -4.3596 -0.7547 0.0415 0.38
H -4.4919 0.7757 1.9060 0.27
H -2.8841 1.0363 1.9875 0.20
H -0.9849 -1.4678 1.8622 0.41
H -0.8996 0.4651 1.5535 0.33
C -1.0784 2.6410 -3.7202 -0.61
O -0.4557 1.5134 -4.0683 -0.80
H -2.0862 2.8207 -4.1535 0.18
H -1.2908 2.7818 -2.6343 0.06
H -0.5733 3.6018 -3.9584 0.25


No. 7
37
Properties=species:S:1:pos:R:3:mulliken_charge:R:1 method="wB97M-V/def2-TZVPD" de_lowest_ev=4.794 homo_energy_ev="-8.416 / -8.857" orbital_gap_ev="7.474 / 8.776" e_tot_ha=-794.23684 e_lumo_ev="-0.9416 / -0.0814"
C -3.1077 -0.8328 -1.6969 -0.42
C -3.1838 -0.9744 -0.2269 -0.58
C -1.8414 -1.2844 -2.3505 -1.04
C -1.8711 -0.2043 0.3586 0.24
C -0.7024 -0.4486 -1.7579 0.46
C -1.7458 -0.4701 1.8891 -1.66
C 0.7239 -0.9515 -2.1941 -1.33
C 2.2643 2.1292 2.6476 -1.21
C 2.0864 -0.7110 1.4531 -0.96
C 3.5829 1.4398 -0.0289 -1.20
N -0.7308 -0.5846 -0.3643 -0.32
N 0.4398 1.4662 0.3445 -0.29
Si 1.9768 1.1006 1.0298 0.38
H -3.9215 -1.4726 -2.0493 0.31
H -3.2260 0.3116 -1.8865 0.24
H -4.0852 -0.3524 0.2432 0.28
H -3.3142 -2.0587 0.0798 0.34
H -1.6875 -2.3705 -2.2274 0.40
H -1.7772 -1.0428 -3.3832 0.38
H -1.9295 0.8193 0.2253 0.43
H -1.0156 0.5831 -2.1327 0.35
H -1.0605 0.2016 2.3207 0.31
H -1.6888 -1.4470 2.1335 0.44
H -2.7423 -0.0883 2.4122 0.34
H 0.6497 -1.7847 -2.8081 0.51
H 1.2672 -1.2408 -1.3820 0.23
H 1.1710 -0.0752 -2.7197 0.20
H 2.1916 1.4479 3.3889 0.41
H 3.2730 2.6490 2.6613 0.29
H 1.5101 2.9435 3.0982 0.30
H 1.8366 -1.2779 0.4155 0.03
H 2.9802 -1.0876 1.7670 0.55
H 1.3719 -1.0250 2.1050 0.39
H 4.3645 0.7662 -0.0151 0.46
H 3.2206 1.2908 -1.0406 0.28
H 4.2155 2.4314 0.1388 0.26
H 0.5053 2.2052 -0.4481 0.23


No. 8
37
Properties=species:S:1:pos:R:3:mulliken_charge:R:1 method="wB97M-V/def2-TZVPD" total_charge=-1 homo_energy_ev=-4.652 orbital_gap_ev=7.323 e_tot_ha=-602.61548 e_lumo_ev=2.6705
C 1.4632 -0.7297 2.5883 -0.60
O 2.6307 -0.0128 2.2482 -0.41
C 3.2537 -0.3553 1.0318 -0.48
C 3.1634 0.7575 -0.0006 -0.86
C 1.7326 1.1523 -0.3928 0.03
C 1.2369 0.4955 -1.6695 -0.75
C 0.9098 -0.9870 -1.5862 -0.94
C -0.3216 -1.3233 -0.7499 0.49
C -1.6564 -0.8630 -1.3637 -1.57
Nb -3.2963 -0.6796 0.2314 -0.65
C -3.3711 1.6183 0.1242 -1.04
C -1.9573 2.0916 0.0088 0.43
O -1.6162 3.1419 -0.4488 -0.54
H 0.5681 -0.1767 2.3293 0.17
H 1.4183 -0.8922 3.6548 0.31
H 1.3923 -1.6976 2.1013 0.31
H 4.3128 -0.4773 1.2549 0.35
H 2.9221 -1.3025 0.6184 0.33
H 3.6029 1.6145 0.4932 0.39
H 3.7662 0.5261 -0.8721 0.32
H 1.0915 1.0030 0.4644 -0.15
H 1.7327 2.2189 -0.5768 0.33
H 0.3658 1.0016 -2.0653 0.36
H 2.0183 0.6157 -2.4134 0.38
H 1.7602 -1.5703 -1.2384 0.35
H 0.7056 -1.3343 -2.5951 0.40
H -0.1900 -0.9758 0.2621 -0.18
H -0.3660 -2.4046 -0.6820 0.48
H -2.0137 -1.6132 -2.0636 0.45
H -1.5294 0.0525 -1.9408 0.26
H -2.0802 -0.6808 1.6266 0.07
H -4.5597 -0.4787 1.5620 0.00
H -4.6737 -0.6781 -0.9794 -0.02
H -3.5857 -2.4852 0.3802 -0.03
H -3.7507 2.0537 1.0392 0.45
H -3.9061 1.9876 -0.7413 0.30
H -1.1729 1.3877 0.3605 0.24